Entry 1:
C4H9NS | wB97M-V/def2-TZVPD

Each line ends with the Mulliken charge.
Cartesian coordinates (Å):
1 S -2.095 -0.496 -0.484  -0.24
2 C -0.483 0.126 -0.902  -0.87
3 C 0.241 0.713 0.375  0.02
4 C 1.692 1.064 0.027  -0.56
5 N 2.080 -0.338 0.402  -0.50
6 C 0.842 -0.434 1.229  -0.54
7 H -2.160 -1.446 -1.425  0.13
8 H -0.470 0.927 -1.677  0.38
9 H 0.038 -0.694 -1.321  0.41
10 H -0.414 1.477 0.877  0.39
11 H 2.058 1.858 0.745  0.26
12 H 1.955 1.352 -0.988  0.34
13 H 2.936 -0.457 0.916  0.23
14 H 0.242 -1.390 1.182  0.25
15 H 1.021 -0.141 2.238  0.32

Summary:
**Strongest force on any atom**: 0.042 Eh/bohr
**Charge**: 0
**E_LUMO**: 0.037 hartree
**Energy relative to the best compared isomer or geometry (same formula, charge and spin)**: 143.9 kJ/mol
**SMILES**: SCC1CNC1
**HOMO-LUMO gap**: 9.90 eV

Entry 2:
C4H6 | wB97M-V/def2-TZVPD

Each line ends with the Mulliken charge.
Cartesian coordinates (Å):
1 C -1.019 0.975 -0.023  -0.86
2 C -0.317 -0.201 0.581  -0.32
3 C 0.933 -0.620 0.156  0.03
4 C 2.150 -0.497 -0.297  -0.41
5 H -1.602 0.679 -0.903  0.25
6 H -0.291 1.729 -0.345  0.31
7 H -1.722 1.417 0.692  0.28
8 H -0.860 -0.800 1.314  0.33
9 H 0.253 -1.557 -0.045  0.20
10 H 2.475 -1.125 -1.129  0.18

Summary:
**Strongest force on any atom**: 0.010 Eh/bohr
**Charge**: 0
**E_LUMO (spin up / spin down)**: -0.002 / -0.002 hartree
**Energy relative to the best compared isomer or geometry (same formula, charge and spin)**: 393.8 kJ/mol
**HOMO-LUMO gap (spin up / spin down)**: 7.82 / 7.82 eV

Entry 3:
C6H13MgO5Zn | wB97M-V/def2-TZVPD

Each line ends with the Löwdin spin population.
Cartesian coordinates (Å):
1 O -0.517 -0.850 -0.554  0.02
2 C -1.749 -1.473 -0.201  0.00
3 C -2.644 -0.503 0.547  0.00
4 O -2.657 0.734 -0.177  0.01
5 C -3.603 1.682 0.321  0.00
6 Mg -0.842 1.188 -0.965  0.20
7 H -1.573 -2.366 0.415  0.00
8 H -2.223 -1.784 -1.141  0.00
9 H -2.277 -0.307 1.567  0.00
10 H -3.666 -0.902 0.607  0.00
11 H -3.343 2.659 -0.097  0.00
12 H -4.611 1.395 -0.004  0.00
13 H -3.554 1.716 1.419  0.00
14 O 0.553 0.850 0.547  0.18
15 C 0.514 -0.484 0.567  0.02
16 O 1.678 -1.132 0.222  0.01
17 C 2.883 -0.544 0.616  0.00
18 O 3.253 0.507 -0.265  0.08
19 C 3.882 0.071 -1.484  0.01
20 Zn 1.815 1.951 -0.285  0.44
21 H 0.100 -0.894 1.501  0.01
22 H 3.650 -1.324 0.575  0.00
23 H 2.811 -0.127 1.628  0.00
24 H 4.039 0.959 -2.105  0.01
25 H 4.851 -0.384 -1.245  0.00
26 H 3.228 -0.639 -2.008  0.00

Summary:
**Strongest force on any atom**: 0.044 Eh/bohr
**<S²>**: 0.75
**Charge**: +2
**E_LUMO (spin up / spin down)**: -0.316 / -0.354 hartree
**Energy relative to the best compared isomer or geometry (same formula, charge and spin)**: 7.7 kJ/mol
**Multiplicity**: 2
**HOMO-LUMO gap (spin up / spin down)**: 7.26 / 8.79 eV

Number 1: calculated total energy -16617.964 eV. Number 2: calculated total energy -4239.879 eV. Number 3: calculated total energy -70516.227 eV.